Entry from the OMol25 dataset: 8 unconnected molecules or ions with the total composition C32H88N8O8 in a non-equilibrium geometry (wB97M-V/def2-TZVPD).

Geometry as XYZ:
```
136
Properties=species:S:1:pos:R:3:forces:R:3:lowdin_charge:R:1
C -1.4368 -1.1292 4.4867 -1.4438 0.1229 1.1941 -0.05
C -2.1671 0.2285 4.3554 2.0301 0.1314 0.0252 -0.41
C -3.5483 0.3374 4.9867 0.0898 -0.0756 -0.6500 -0.22
O -4.2987 -0.6582 4.3573 -0.7345 -1.8723 0.2178 -0.21
C -5.6798 -0.6954 4.7129 0.2397 2.2772 0.0389 -0.09
N -1.1968 1.1936 4.9574 -1.0837 -0.1937 -0.7660 0.03
H -1.4260 -1.2720 5.5772 0.0165 -0.4708 0.0054 0.08
H -0.3850 -1.1512 4.2154 -0.1266 0.3605 -0.5897 0.07
H -2.0179 -1.9448 4.0558 0.2988 0.0963 -0.1608 0.05
H -2.2953 0.4643 3.2954 0.0638 0.1291 -0.0132 0.12
H -3.9479 1.3282 4.7111 -0.0023 0.0432 0.2083 0.13
H -3.5712 0.2568 6.0824 0.1969 -0.1861 -0.0192 0.13
H -6.2584 -1.6064 4.5901 0.7728 -0.4260 -0.4360 0.08
H -6.0937 0.1067 4.0884 -0.7376 -0.2499 0.1347 0.09
H -5.8197 -0.3675 5.7491 0.0859 -0.1592 0.0954 0.08
H -0.9284 0.7904 5.8473 0.0311 0.3876 0.2072 0.06
H -1.7062 2.0609 5.1038 0.4102 0.1424 0.3056 0.07
C -1.1593 -4.9167 -3.0528 -0.4415 -1.8109 -0.1653 -0.06
C -2.4752 -4.4209 -3.6471 0.2701 0.6656 1.5379 -0.41
C -3.6346 -5.4024 -3.4716 0.2268 0.0151 -0.0998 -0.21
O -3.2947 -6.6821 -3.9532 -0.6928 -0.6742 -0.2489 -0.20
C -3.4033 -6.8767 -5.3527 0.6671 0.8526 0.0025 -0.10
N -2.7960 -3.1606 -2.9251 -0.8006 0.0099 -0.7129 0.03
H -1.2850 -5.1520 -1.9931 -0.0803 0.6795 0.1962 0.06
H -0.3528 -4.2063 -3.2076 0.1155 -0.0874 -0.0164 0.08
H -0.9212 -5.9290 -3.4090 0.3886 0.3835 -0.5616 0.07
H -2.3880 -4.2642 -4.7246 0.1697 0.3860 0.0363 0.13
H -4.5154 -5.0048 -3.9895 -0.0385 -0.0149 0.0297 0.12
H -3.9055 -5.5722 -2.4255 0.1681 0.3113 0.0707 0.11
H -4.2378 -6.3604 -5.8386 -0.3643 -0.0355 0.4444 0.09
H -3.4720 -7.9387 -5.5616 0.1160 -0.0745 0.0735 0.09
H -2.5161 -6.4321 -5.8142 0.1454 -0.3714 -0.3048 0.08
H -1.9680 -2.5825 -2.8605 0.0481 0.0376 -0.1955 0.05
H -3.0385 -3.3681 -1.9543 0.1971 -0.2109 -0.2436 0.01
C 5.4002 -0.2103 -2.7213 -0.4062 0.4236 -0.4116 -0.06
C 4.3639 0.6632 -2.0305 0.3989 -0.5908 -0.0038 -0.45
C 4.4432 2.1578 -2.3360 -0.0223 0.1825 0.0689 -0.22
O 5.6622 2.7623 -1.9800 0.2872 -0.2241 0.9017 -0.19
C 5.6008 4.2014 -1.9399 -0.3615 -2.0056 -0.6185 -0.06
N 3.0098 0.1883 -2.3276 -0.2734 0.4430 -0.4396 0.05
H 5.1246 -1.2639 -2.7567 -0.1262 0.0114 0.4091 0.07
H 6.3213 -0.0965 -2.1539 0.3347 -0.0395 -0.5884 0.08
H 5.4461 0.1148 -3.7661 0.6067 0.0147 0.0418 0.08
H 4.5815 0.5178 -0.9664 -0.4422 0.3167 0.1589 0.12
H 3.5960 2.5358 -1.7473 0.1791 0.5826 -0.0437 0.09
H 4.2633 2.4233 -3.3856 -0.3407 -0.4900 -0.1982 0.14
H 5.6566 4.5047 -2.9863 0.0788 0.7174 0.0990 0.09
H 6.4514 4.5028 -1.3402 -0.0615 0.3991 -0.0404 0.09
H 4.6288 4.4493 -1.5200 0.1541 0.5479 0.1585 0.05
H 2.9548 -0.0248 -3.3229 0.1616 -0.2402 0.0898 0.07
H 2.3686 0.9809 -2.2627 -0.1648 -0.2054 0.3253 0.05
C 7.1171 -4.4827 1.3356 0.1171 0.4147 -0.5939 -0.07
C 5.8633 -3.5928 1.3111 1.1073 -1.3152 -0.4356 -0.44
C 5.4904 -3.1060 2.7033 0.2684 -0.4488 -0.5701 -0.22
O 4.4317 -2.1880 2.5817 -0.2913 0.1847 0.2729 -0.19
C 4.3453 -1.3099 3.6734 0.3255 0.4830 0.6325 -0.12
N 6.1136 -2.5220 0.3517 -0.8650 0.7582 0.4502 0.05
H 7.9775 -3.8284 1.5047 0.1506 -0.2772 0.3393 0.07
H 7.2435 -4.8773 0.3248 0.0323 0.0061 0.0048 0.08
H 7.1234 -5.3478 1.9967 -0.1874 0.2423 0.3055 0.07
H 5.1094 -4.2488 0.8626 -0.5247 0.3732 0.3856 0.13
H 6.3958 -2.6546 3.1330 -0.1509 0.2332 0.1253 0.13
H 5.2012 -3.9608 3.3271 -0.0270 0.0632 0.0958 0.13
H 5.1908 -0.6111 3.6822 0.0174 0.0450 -0.1315 0.09
H 4.3689 -1.7983 4.6550 -0.0531 -0.3909 -0.1493 0.09
H 3.4293 -0.7222 3.6528 -0.0807 -0.1483 -0.4029 0.07
H 7.0575 -2.1501 0.3504 0.1406 -0.3557 0.2886 0.07
H 5.5268 -1.7641 0.7026 -0.0037 0.1645 -0.6333 0.06
C 2.0197 0.8642 0.9534 0.9049 -1.4519 -0.8081 -0.06
C 0.5598 1.1459 0.6347 0.8792 0.0557 1.9347 -0.41
C -0.2782 -0.0952 0.3738 -0.4422 0.0864 -0.4978 -0.18
O -1.5157 0.3561 -0.1887 -0.0198 -0.0614 0.4889 -0.26
C -2.4917 -0.6801 -0.3107 0.6062 0.9063 -0.2587 -0.07
N 0.0227 1.9161 1.7852 -0.6009 0.3502 -1.4377 0.05
H 2.2389 0.4470 1.9394 -0.4591 0.5830 0.3590 0.06
H 2.6725 1.7070 0.7315 -0.1688 0.2454 0.3747 0.07
H 2.4319 0.0503 0.3403 -0.2881 0.1731 -0.4130 0.07
H 0.5547 1.8142 -0.2262 -0.3005 -0.2085 -0.1397 0.09
H -0.5269 -0.6375 1.2932 0.4081 0.0015 0.1773 0.13
H 0.1927 -0.7818 -0.3403 0.1453 -0.0044 0.0447 0.13
H -1.9632 -1.5960 -0.5759 -0.4272 -0.2716 0.0004 0.07
H -3.1478 -0.3400 -1.1112 -0.1193 -0.3508 -0.0648 0.10
H -3.0724 -0.7727 0.6091 0.1195 -0.2145 0.1044 0.08
H -0.9585 1.9947 1.5240 -0.1240 0.3258 0.7472 0.06
H 0.1011 1.4452 2.6800 -0.0351 -0.2391 -0.0956 0.04
C -2.3694 2.8721 -4.1566 0.6963 0.0413 -1.4713 -0.06
C -1.4583 2.9985 -2.9543 -0.0191 0.4704 0.1158 -0.43
C -2.1886 3.6210 -1.7764 0.3575 0.4832 1.4862 -0.21
O -2.6155 4.9569 -1.9892 0.1139 0.2204 -1.3013 -0.19
C -3.5830 5.4020 -1.0771 -0.5804 -0.3280 -0.7703 -0.12
N -0.7939 1.7498 -2.5815 0.0506 -0.3434 0.3108 0.06
H -2.5095 3.8246 -4.6740 -0.2567 0.2192 0.5173 0.08
H -3.3401 2.3906 -4.0445 0.0656 -0.0721 0.4666 0.08
H -1.8137 2.3303 -4.9341 -0.1287 -0.3423 0.1507 0.07
H -0.6293 3.6588 -3.2250 -0.3183 0.4839 -0.1234 0.13
H -1.5045 3.7226 -0.9188 0.1612 -0.6228 0.0475 0.12
H -3.0292 3.0049 -1.4318 -0.0685 -0.1642 -0.2766 0.13
H -3.9142 6.4108 -1.3287 0.7823 0.2703 0.1165 0.08
H -3.1952 5.3220 -0.0598 -0.4011 0.0420 0.2026 0.09
H -4.5202 4.8602 -1.2746 0.1303 -0.4977 0.7295 0.09
H -0.9826 1.0047 -3.2368 -0.1154 0.0187 0.0298 0.07
H -0.9478 1.3999 -1.6319 -0.3931 0.2889 -0.6037 0.03
C 0.6196 7.7549 -0.5372 -0.4711 -1.3569 -0.3453 -0.05
C 2.0900 7.4319 -0.3993 0.7689 1.4227 0.0827 -0.44
C 2.6828 6.5336 -1.4792 -0.7082 -0.9052 0.7267 -0.20
O 1.8793 5.3896 -1.7201 0.0342 0.1688 -0.3907 -0.19
C 1.7424 4.3685 -0.7551 0.7371 0.0179 -0.0952 -0.11
N 2.8401 8.7010 -0.3892 -0.0184 0.4512 0.2943 0.02
H 0.4243 8.2363 -1.4978 -0.0520 0.5196 0.2661 0.09
H 0.2070 8.2398 0.3443 0.2454 0.6166 -0.2271 0.08
H 0.0317 6.8332 -0.6089 0.2168 -0.1374 -0.0380 0.07
H 2.2803 7.0398 0.6041 -0.1412 -0.5425 -0.1743 0.14
H 3.6960 6.2701 -1.1522 0.0467 -0.1723 0.0018 0.10
H 2.7860 7.0093 -2.4539 -0.2466 0.3263 0.0900 0.13
H 2.7241 3.9940 -0.4337 0.0317 -0.0927 -0.1568 0.07
H 1.2190 3.6013 -1.3243 -0.1034 -0.2634 0.4489 0.07
H 1.2414 4.6072 0.1888 -0.4261 0.3711 -0.2936 0.09
H 2.5391 9.3561 -1.0987 -0.0871 -0.1756 -0.1256 0.06
H 3.8426 8.5920 -0.4690 -0.0124 -0.1620 0.0136 0.06
C -5.3695 -3.7080 -0.0131 0.2618 -1.1187 0.6798 -0.05
C -4.0919 -3.7273 0.8540 -1.5652 0.5488 -0.2997 -0.43
C -4.1999 -4.5233 2.1463 0.3151 -0.3421 -0.1921 -0.20
O -3.2658 -3.9268 3.0298 0.3619 0.1126 0.5760 -0.19
C -3.6240 -4.0364 4.3854 -0.7745 -0.5570 0.4516 -0.12
N -2.9026 -4.0865 0.0823 0.0002 0.2121 1.0256 0.05
H -5.6532 -4.7195 -0.3243 0.1437 0.0043 -0.2259 0.07
H -5.2335 -3.0892 -0.8962 -0.0779 0.1057 0.0492 0.07
H -6.2001 -3.3802 0.6144 -0.0149 0.3486 -0.2131 0.07
H -4.0486 -2.6973 1.2202 0.6521 0.0297 -0.2007 0.12
H -3.8848 -5.5657 1.9928 -0.2143 -0.0657 -0.1074 0.13
H -5.2205 -4.5560 2.5446 0.0532 0.3356 0.1556 0.13
H -3.6711 -5.0700 4.7523 -0.1034 -0.2057 -0.3986 0.09
H -4.6182 -3.5956 4.5038 0.0003 0.0588 0.2992 0.08
H -2.9410 -3.5670 5.0890 0.2783 0.4590 -0.5813 0.08
H -2.1631 -3.8866 0.7597 0.3829 -0.1310 -0.5025 0.09
H -2.9202 -5.1045 0.0271 0.1521 0.0319 -0.2693 0.08
```
Positions in Å, forces in eV/Å.

Computed properties:
Charge ... 0
Molecular weight ... 713.10 Da
Maximum force ... 2.29 eV/A
Highest occupied orbital energy ... -8.6 eV
Energy relative to the best compared isomer or geometry (same formula, charge and spin) ... 267.80 kJ/mol
Frontier orbital gap ... 0.3341 Ha
Structure (SMILES) ... COC[C@H](C)N.COC[C@H](C)N.COC[C@H](C)N.COC[C@H](C)N.COC[C@H](C)N.COC[C@H](C)N.COC[C@H](C)N.COC[C@H](C)N